[1]
Density functional theory data (ωB97M-V/def2-TZVPD) for 2 unconnected molecules or ions with the total composition CH6N2 in a non-equilibrium geometry.

Element x y z (Å)
C: -1.79 1.02 -0.51
N: -2.41 0.38 -1.41
H: -1.16 0.50 0.21
H: -1.69 2.10 -0.51
H: -3.11 1.03 -1.77
N: 2.43 -1.54 1.04
H: 2.41 -1.15 0.10
H: 3.39 -1.56 1.36
H: 1.93 -0.78 1.50

Computed properties:
F_max   1.64 eV/A
Frontier orbital gap   11.1 eV
E_HOMO   -10.2 eV
SMILES   C=N.N
Multiplicity   1
Relative energy (zero: lowest compared OMol25 entry of this formula, charge and spin)   23.2 kcal/mol

=====

[2]
Density functional theory data (ωB97M-V/def2-TZVPD) for 5 unconnected molecules or ions with the total composition C4H16BrO4 in a non-equilibrium geometry.

Element x y z (Å)
Br: 12.60 12.95 14.64
C: 13.83 12.02 10.80
O: 12.50 11.87 11.32
H: 14.06 13.05 11.07
H: 14.40 11.26 11.32
H: 13.85 11.99 9.71
H: 12.68 12.04 12.24
C: 12.07 11.43 18.69
O: 11.76 11.09 17.30
H: 11.94 12.50 18.86
H: 11.28 10.96 19.27
H: 12.99 11.03 19.13
H: 12.49 11.31 16.72
C: 11.40 15.85 17.32
O: 10.86 14.54 17.08
H: 10.81 16.35 18.09
H: 12.46 15.81 17.57
H: 11.44 16.32 16.33
H: 11.50 14.12 16.49
C: 16.17 11.58 15.33
O: 15.29 12.03 16.33
H: 17.17 11.69 15.73
H: 16.00 10.56 14.99
H: 16.09 12.06 14.35
H: 14.41 12.12 15.96

Computed properties:
F_max   1.95 eV/A
Frontier orbital gap   8.6 eV
E_HOMO   -5.1 eV
Multiplicity   1
Relative energy (zero: lowest compared OMol25 entry of this formula, charge and spin)   19.0 kcal/mol
Total charge   -1

=====

[3]
Density functional theory data (ωB97M-V/def2-TZVPD) for C4H8N2S in the gas phase in a non-equilibrium geometry.

Element x y z (Å)
N: -1.24 -0.49 2.14
N: -0.57 0.71 2.10
C: -0.18 1.08 0.95
C: -0.31 0.35 -0.33
C: 0.50 -0.97 -0.44
C: 0.93 0.29 -1.14
S: 0.86 0.45 -2.92
H: -1.70 -0.59 1.24
H: -1.93 -0.49 2.89
H: 0.34 2.05 0.90
H: -1.25 0.51 -0.89
H: 0.06 -1.76 -1.03
H: 1.00 -1.40 0.46
H: 1.79 0.77 -0.70
H: 1.70 -0.52 -3.25

Computed properties:
F_max   1.41 eV/A
Frontier orbital gap   10.0 eV
E_HOMO   -9.1 eV
SMILES   N/N=C\[C@@H]1C[C@H]1S
Multiplicity   1
Relative energy (zero: lowest compared OMol25 entry of this formula, charge and spin)   64.2 kcal/mol

=====

[4]
Density functional theory data (ωB97M-V/def2-TZVPD) for 2 unconnected molecules or ions with the total composition C21H21BrN3O3S in a non-equilibrium geometry.

Element x y z (Å)
Br: 2.48 -0.02 2.82
C: 0.60 -0.09 2.86
C: -0.04 -1.32 2.88
C: -1.42 -1.38 2.88
C: -2.18 -0.21 2.85
S: -3.85 -0.28 2.82
C: -1.52 1.03 2.84
C: -0.14 1.08 2.85
H: 0.55 -2.22 2.90
H: -1.92 -2.34 2.89
H: -2.10 1.93 2.83
H: 0.37 2.03 2.84
C: -10.55 1.63 0.07
N: -9.76 1.02 -1.00
C: -10.50 0.01 -1.77
C: -8.33 0.99 -0.94
C: -7.65 0.14 -0.06
C: -6.29 0.09 -0.05
C: -5.52 0.86 -0.93
C: -4.06 0.74 -0.98
C: -3.34 -0.42 -0.98
C: -1.88 -0.32 -0.90
O: -1.33 0.76 -0.78
N: -1.13 -1.50 -0.97
C: 0.30 -1.40 -0.94
C: -1.70 -2.77 -1.10
O: -1.00 -3.76 -1.15
N: -3.09 -2.85 -1.18
C: -3.67 -4.14 -1.44
C: -3.94 -1.74 -1.17
O: -5.13 -1.91 -1.33
C: -6.20 1.75 -1.78
C: -7.57 1.80 -1.80
H: -9.96 2.40 0.57
H: -11.44 2.09 -0.34
H: -10.83 0.88 0.81
H: -9.87 -0.38 -2.56
H: -10.81 -0.81 -1.13
H: -11.38 0.46 -2.22
H: -8.22 -0.49 0.60
H: -5.77 -0.58 0.62
H: -3.49 1.65 -1.01
H: 0.74 -2.39 -0.98
H: 0.64 -0.83 -1.81
H: 0.61 -0.89 -0.03
H: -4.76 -4.09 -1.33
H: -3.44 -4.45 -2.46
H: -3.27 -4.88 -0.75
H: -5.63 2.37 -2.45
H: -8.08 2.46 -2.47

Computed properties:
F_max   2.37 eV/A
Frontier orbital gap   5.0 eV
E_HOMO   -3.1 eV
Multiplicity   1
Total charge   -1

=====

[5]
Density functional theory data (ωB97M-V/def2-TZVPD) for a gas-phase ion, C4H11NS2 (charge +1) in a non-equilibrium geometry.

Element x y z (Å)
S: -0.28 2.54 3.03
S: 1.52 1.63 2.68
C: 1.05 0.17 1.69
C: 0.31 0.56 0.43
C: -0.15 -0.65 -0.39
N: -0.40 -0.28 -1.75
C: -0.91 -1.21 -2.70
H: -0.68 2.00 4.19
H: 0.48 -0.51 2.31
H: 2.02 -0.26 1.42
H: 0.97 1.18 -0.20
H: -0.55 1.19 0.61
H: 0.61 -1.43 -0.36
H: -1.11 -1.03 -0.02
H: 0.04 0.56 -2.14
H: -1.67 -1.84 -2.24
H: -0.07 -1.90 -2.91
H: -1.17 -0.75 -3.65

Computed properties:
F_max   2.79 eV/A
Frontier orbital gap (alpha / beta)   6.5 / 2.2 eV
E_HOMO (alpha / beta)   -11.2 / -11.2 eV
Multiplicity   2
Relative energy (zero: lowest compared OMol25 entry of this formula, charge and spin)   32.7 kcal/mol
Total charge   +1

=====

[6]
Density functional theory data (ωB97M-V/def2-TZVPD) for a molecular structure, C22H25N4O11PS in a non-equilibrium geometry.

Element x y z (Å)
N: -0.24 1.87 3.46
C: -0.15 1.12 2.21
C: -1.15 1.57 1.14
C: -2.60 1.63 1.57
O: -3.02 2.93 2.07
S: -4.57 2.73 2.40
O: -4.98 3.61 3.44
O: -5.32 2.70 1.19
O: -4.41 1.25 2.96
C: -3.12 0.65 2.60
P: -3.50 -1.00 1.86
O: -3.44 -2.10 2.85
H: -0.27 1.26 4.26
H: -1.03 2.50 3.49
H: 0.84 1.29 1.79
H: -0.24 0.04 2.34
H: -1.10 0.85 0.32
H: -0.86 2.53 0.72
H: -3.19 1.48 0.66
H: -2.57 0.57 3.53
H: -2.59 -1.11 0.79
H: -4.80 -0.82 1.35
C: -4.03 -7.73 3.62
C: -3.48 -6.46 3.48
C: -3.63 -5.76 2.29
C: -4.33 -6.36 1.26
C: -4.88 -7.62 1.38
C: -4.73 -8.31 2.57
N: -4.51 -5.62 0.00
O: -3.98 -4.53 -0.08
O: -5.18 -6.13 -0.87
H: -3.91 -8.26 4.55
H: -2.94 -6.00 4.30
H: -3.22 -4.77 2.18
H: -5.43 -8.06 0.55
H: -5.15 -9.30 2.68
C: 4.77 0.35 -2.33
C: 3.76 0.02 -3.23
C: 2.53 -0.40 -2.76
C: 2.34 -0.49 -1.39
C: 3.33 -0.18 -0.48
C: 4.56 0.24 -0.96
N: 1.02 -0.92 -0.89
O: 0.16 -1.20 -1.69
O: 0.87 -0.95 0.32
H: 5.73 0.68 -2.70
H: 3.94 0.10 -4.29
H: 1.74 -0.66 -3.44
H: 3.15 -0.26 0.58
H: 5.35 0.49 -0.27
C: 4.63 6.86 -2.83
C: 5.90 6.48 -3.24
C: 6.10 5.25 -3.85
C: 5.01 4.43 -4.04
C: 3.74 4.78 -3.64
C: 3.55 6.01 -3.02
N: 5.21 3.13 -4.71
O: 6.34 2.82 -5.03
O: 4.23 2.43 -4.88
H: 4.48 7.82 -2.35
H: 6.74 7.14 -3.09
H: 7.08 4.95 -4.18
H: 2.90 4.11 -3.79
H: 2.56 6.30 -2.70

Computed properties:
F_max   1.07 eV/A
Frontier orbital gap   8.7 eV
E_HOMO   -9.6 eV
Multiplicity   1